Record 1
2 unconnected molecules or ions with the total composition C4H6F2O. Source: the OMol25 dataset; level of theory: wB97M-V/def2-TZVPD.

Geometry as XYZ:
```
13
Properties=species:S:1:pos:R:3:forces:R:3
C 1.13751 0.03240 0.11883 -1.73 2.06 0.43
C 2.47604 -0.59759 0.17541 -1.52 -0.10 0.27
O -3.64981 -0.78337 0.42337 0.67 -3.29 -4.61
H -3.73197 -0.23871 1.15199 0.08 2.51 2.00
F -0.19383 -1.91259 -0.43559 0.67 2.34 0.45
C -0.05798 -0.51406 -0.15681 -1.71 0.00 -0.27
H -1.13666 0.04313 -0.22441 2.83 -1.11 0.20
H -2.84878 -1.01244 -1.52550 -1.00 0.08 1.93
C -3.00333 -0.28276 -0.62388 -0.03 0.61 0.69
H 3.28317 0.08306 0.03887 0.51 0.42 0.01
F 1.07752 1.45348 0.43353 0.20 -2.77 -0.63
H 2.53306 -1.22131 1.04654 0.46 0.12 0.86
H 2.40356 -1.31373 -0.59413 0.55 -0.86 -1.31
```
Forces are in eV/Å.

2S+1 ... 1

=====

Record 2
A molecular structure, C38H54BGaN4P2Se. Source: the OMol25 dataset; level of theory: wB97M-V/def2-TZVPD.

Geometry as XYZ:
```
101
Properties=species:S:1:pos:R:3:forces:R:3
C 2.10536 3.97281 4.08502 0.00 -0.01 0.00
H -5.07375 1.53119 0.87684 -0.01 0.00 0.05
H 5.65222 1.59818 -1.48782 -0.01 -0.06 0.00
H 4.77513 -1.95376 -2.85189 0.02 -0.03 0.04
H -3.51499 -0.62545 1.24161 0.03 0.00 0.05
H 2.10628 -0.82355 -3.23245 -0.12 -0.04 -0.15
H 2.40037 -4.22553 -2.08134 0.02 0.05 0.00
H 4.72647 0.61875 -2.62411 0.05 0.04 0.06
H -1.57050 3.72922 -1.44066 0.01 0.05 0.04
H 4.35627 -2.24460 6.04356 -0.01 0.00 -0.02
H 4.92646 -3.58579 -2.18975 0.00 0.05 0.01
P 2.71965 -0.73225 -0.86716 -0.06 -0.20 -0.36
C 1.22342 -2.13303 3.80150 0.04 -0.04 0.11
C 1.54412 0.30028 3.32376 -0.01 -0.17 -0.12
H 1.28617 -2.86839 -1.93471 -0.01 -0.04 0.03
P -2.06463 2.07520 0.95564 -0.07 -0.14 -0.03
H 5.27910 -0.94819 0.69616 0.01 0.06 -0.01
C 2.31513 -3.14041 -2.18588 -0.01 0.02 0.06
H -2.08874 5.78316 1.53595 -0.01 -0.04 0.01
C 1.60247 2.84954 6.14830 0.01 -0.01 -0.04
H 3.05146 -4.31099 5.64029 -0.02 0.06 -0.02
H -2.95367 4.63839 2.55925 0.02 0.02 -0.02
H -1.40979 5.31486 -0.68038 -0.02 -0.02 0.01
H 2.07663 2.73059 2.32858 0.03 0.02 -0.13
C 3.39133 -3.20371 0.07493 0.08 0.03 0.01
C 1.68994 1.59467 4.08496 0.03 -0.10 0.06
C 1.60912 -3.32985 4.38522 0.02 0.01 -0.02
C -2.16120 2.14209 -3.64470 0.03 0.02 -0.02
H -3.27450 1.86128 -1.21107 -0.07 0.02 -0.04
C 1.48844 1.64631 5.46334 0.02 -0.04 0.01
C -3.31461 1.37024 2.16813 -0.02 0.09 -0.01
C 2.74210 -3.37505 5.18823 0.00 -0.01 0.00
H -4.24719 3.47259 -0.64260 0.04 0.08 0.02
H 2.54391 1.67155 0.39278 0.01 0.07 0.07
H -1.87726 1.49184 3.79911 -0.03 0.02 0.00
C -2.55413 1.26495 -0.65982 0.35 0.05 0.05
C -2.15842 4.72709 1.81830 0.03 0.02 -0.04
C 0.39247 1.40951 -4.60309 0.04 0.01 -0.02
N 0.69117 0.43982 -2.29144 0.10 -0.14 -0.11
B -0.15124 0.39461 -1.13815 -0.39 0.33 0.12
N -2.02257 -3.29280 3.09305 0.14 0.05 -0.29
H 5.53651 0.75501 1.08245 -0.04 -0.02 -0.01
C -2.44730 3.88207 0.57067 0.15 -0.03 0.06
C -1.38954 4.23750 -0.49062 0.01 -0.05 -0.02
H 2.66353 0.78650 -2.81479 0.17 -0.06 0.02
N 1.11927 0.32886 2.13891 -0.19 0.43 0.23
C 1.94556 -0.96714 4.02304 0.05 0.08 0.11
H 2.05289 4.94318 6.00231 -0.04 -0.03 -0.03
C -3.83718 4.23087 0.02843 -0.02 0.08 -0.04
H 5.52027 -2.20957 -1.26080 -0.06 -0.03 -0.04
H -2.88544 2.93304 3.65649 -0.03 -0.07 0.03
C -2.88460 1.84701 3.56521 -0.05 0.00 0.00
H -2.09486 -0.43493 2.29116 -0.05 0.00 -0.03
H -4.97953 2.77675 2.13398 -0.01 -0.06 -0.03
H -3.69590 -0.59393 2.98949 0.03 0.03 -0.02
H -1.21291 4.43763 2.28777 -0.05 0.03 -0.03
C 3.39547 1.79488 -0.27924 -0.03 0.05 -0.07
C -1.46242 -3.08780 2.10119 -0.24 -0.06 0.48
H 4.04748 -0.05413 1.60402 0.04 0.00 -0.03
H 4.09252 2.50502 0.17645 -0.01 -0.04 -0.04
C 2.05283 -0.04940 -2.47030 -0.20 0.20 0.23
H -3.57518 1.44561 4.31525 0.06 0.00 -0.04
C -4.77982 1.72724 1.91177 0.04 -0.02 0.04
H 1.36782 1.12143 -4.97950 -0.05 0.01 0.03
C 4.72536 -2.54074 -1.93141 -0.02 0.04 -0.07
C 4.78042 0.01800 0.79453 -0.01 0.05 0.00
C 5.16003 0.62943 -1.62117 0.03 0.00 0.00
C -0.51016 2.08492 -5.41977 -0.03 0.00 -0.01
H 3.03148 2.23515 -1.21227 0.02 -0.03 0.06
N -1.37425 1.04747 -1.49826 0.05 0.01 -0.20
H 3.77277 -4.21996 -0.07214 0.00 0.09 -0.04
H 4.03744 -2.70075 0.79967 -0.03 -0.08 -0.06
H -4.55636 4.38794 0.83229 0.02 -0.05 -0.04
H 1.01736 -4.22133 4.21118 0.02 0.05 0.02
C 3.07085 -1.01430 4.84590 0.07 -0.05 -0.02
C 1.97132 2.77436 3.40113 -0.01 -0.01 0.09
H -3.77689 5.16579 -0.54080 -0.02 -0.05 0.06
H -2.45497 2.96941 -5.59900 0.02 -0.03 0.03
H 1.43789 2.88049 7.21814 0.00 -0.02 -0.02
H 2.48312 -2.89602 -3.23610 -0.02 0.01 0.02
H -3.01941 0.30928 -0.43145 -0.07 -0.06 -0.08
H -5.42158 1.12270 2.56253 0.02 0.04 -0.04
Ga 0.42788 -0.42320 0.63054 0.39 -0.56 -0.17
H 5.92993 -0.13898 -1.57714 -0.03 0.03 -0.03
C -1.76743 2.44579 -4.94596 0.01 -0.01 0.06
Se -0.57802 -2.80362 0.53418 0.21 0.23 -0.36
C -1.26573 1.47277 -2.82391 -0.06 -0.06 0.13
C 0.00690 1.11250 -3.30694 0.00 -0.15 -0.01
H 2.40031 -3.28091 0.51733 -0.11 0.00 0.04
H -0.38578 3.96758 -0.14984 -0.03 0.02 -0.03
H 2.34342 4.88216 3.54541 0.00 -0.04 0.00
H -3.14417 2.42600 -3.28921 0.02 -0.02 -0.03
H 0.33661 -2.09865 3.19184 0.00 0.04 0.02
C 1.93337 4.01044 5.46386 -0.03 -0.01 0.00
H 3.64692 -0.11401 5.02672 -0.04 -0.01 0.01
H -0.23412 2.32359 -6.43969 0.00 0.00 0.05
C 3.34891 -2.46045 -1.27329 -0.04 0.02 0.21
C 4.11283 0.45477 -0.51698 -0.09 -0.01 0.29
H 1.22884 0.74108 6.00029 0.05 0.03 -0.01
C -3.14446 -0.15426 2.15346 0.03 0.03 0.02
C 3.47320 -2.21583 5.41705 -0.04 0.04 -0.07
```
Forces are in eV/Å.

2S+1 ... 1

=====

Record 3
A molecular structure, C12H10CdClF5. Source: the OMol25 dataset; level of theory: wB97M-V/def2-TZVPD.

Geometry as XYZ:
```
29
Properties=species:S:1:pos:R:3:forces:R:3
F 1.78443 1.80061 2.46919 -0.30 -0.59 0.89
H 2.90340 -0.28710 0.92907 0.01 -0.01 -0.02
H 2.15347 2.03748 -0.19977 -0.06 0.30 0.16
F -0.65336 2.18408 1.77372 -0.06 -0.38 0.35
C 1.84160 -0.59285 -2.23843 0.07 0.58 0.68
C -2.22419 0.82539 -1.30297 -0.59 0.10 0.48
H -2.17375 1.90423 -1.44353 0.02 -0.25 0.08
F 1.38582 -0.15941 3.44004 -0.26 1.26 0.04
H -1.39356 0.06669 -3.23437 -0.19 -0.15 0.56
H 2.44604 -2.24579 -0.85521 0.12 -0.35 -0.01
F 0.65524 1.70012 4.35042 0.41 0.02 0.15
H -2.90205 -2.02744 0.28924 -0.20 -0.06 -0.01
C 2.31694 -1.19665 -1.03878 -0.18 1.16 -0.32
H 1.31560 1.53234 -2.71051 -0.06 0.13 -0.08
C -2.69215 0.17094 -0.14395 0.25 0.25 -0.38
Cd -0.46683 -1.13181 1.20888 0.07 1.41 -1.13
H 1.53994 -1.10771 -3.14710 0.02 0.00 0.15
C -2.02204 -1.40912 -1.68530 0.24 -0.13 0.38
C -1.83021 -0.14323 -2.24844 -0.02 -0.39 -0.15
F -1.46461 0.67658 3.19972 0.10 0.57 0.42
C 2.11719 1.07586 -0.67511 0.40 -0.94 -0.52
H -1.81358 -2.37389 -2.15603 0.06 0.38 0.20
H -3.19369 0.63669 0.70401 0.36 -0.08 -0.09
C -0.39928 0.95110 2.32493 0.02 -1.51 -0.85
C -2.49815 -1.23863 -0.33189 0.23 0.15 -0.56
C 2.53596 -0.15757 -0.08213 -0.90 0.16 -0.60
Cl 0.14868 -3.39363 1.65056 -0.01 -0.31 0.24
C 1.71722 0.81659 -2.01109 0.42 -1.11 0.68
C 0.86592 1.08614 3.16482 0.01 -0.22 -0.71
```
Forces are in eV/Å.

Charge ... -2
2S+1 ... 1

=====

ΔE to the lowest compared entry with this formula, charge and spin for every record listed, in sequence, given in eV: 5.187; 0.052; 0.185.
F_max for every record listed, in sequence, given in eV/Å: 5.7; 0.7; 1.8.
Frontier orbital gap for every record listed, in sequence, given in eV: 9.0; 8.3; 5.7.